(1)
{
  "formula": "C40H55Cl3N5O3PdSSbSi3",
  "method": "ωB97M-V with the def2-TZVPD basis set",
  "fmax_ev_per_a": 0.98,
  "relative_energy_kcal_mol": 0.0,
  "lumo_energy_ha": 0.00033,
  "symbols": ["Pd", "N", "C", "C", "O", "O", "H", "H", "H", "H", "C", "Sb", "C", "C", "C", "C", "C", "C", "N", "Si", "C", "C", "C", "C", "C", "C", "C", "C", "C", "N", "Si", "C", "C", "C", "Si", "C", "C", "C", "H", "H", "H", "H", "H", "H", "H", "H", "H", "H", "H", "H", "H", "H", "H", "H", "H", "H", "H", "H", "H", "H", "H", "H", "H", "H", "H", "H", "H", "H", "H", "H", "H", "H", "H", "H", "H", "H", "Cl", "C", "C", "C", "C", "C", "C", "N", "C", "C", "N", "C", "O", "C", "C", "C", "Cl", "S", "C", "C", "C", "Cl", "C", "H", "H", "H", "H", "H", "H", "H", "H", "H", "H", "H", "H", "H"],
  "xyz": [[-0.22124, -0.09238, -0.06608], [1.89904, 0.33646, -0.36298], [2.79887, -0.33879, 0.60190], [2.16363, -0.71322, 1.95828], [2.98299, -1.09751, 2.80641], [0.90754, -0.64328, 2.07549], [2.15190, 0.07574, -1.30842], [2.02100, 1.34146, -0.30494], [3.68362, 0.26555, 0.79770], [3.13910, -1.27483, 0.15844], [-4.34749, 0.77212, -2.21829], [-2.23754, 0.69392, -1.76221], [-2.22793, -0.25676, 0.16178], [-2.79298, 0.36074, 1.39889], [-2.06042, 0.36557, 2.59344], [-2.65248, 0.85135, 3.74424], [-3.96122, 1.31344, 3.69103], [-4.61184, 1.25846, 2.47093], [-4.05716, 0.79898, 1.35077], [-2.98725, -1.98583, 0.10578], [-4.83666, -2.02766, 0.41741], [-2.24277, -2.93113, 1.56340], [-2.82226, -2.85786, -1.55892], [-1.68865, 2.84436, -1.54702], [-0.64575, 3.00293, -0.47523], [0.09981, 4.19112, -0.38125], [0.95366, 4.41196, 0.67676], [1.06591, 3.44345, 1.66811], [0.36709, 2.27136, 1.49862], [-0.43371, 2.03791, 0.44092], [-0.91179, 3.14906, -3.27359], [0.75401, 2.28107, -3.32874], [-0.60349, 4.95026, -3.72933], [-1.98617, 2.48558, -4.66393], [-3.11262, 4.06992, -1.18500], [-2.52101, 5.81344, -0.78357], [-4.10871, 3.57648, 0.30529], [-4.25385, 4.25096, -2.66276], [-4.66108, -0.27127, -2.27287], [-4.51541, 1.23460, -3.19119], [-4.92380, 1.26887, -1.44104], [-1.05095, -0.03485, 2.61289], [-2.09752, 0.85915, 4.67475], [-4.46748, 1.69799, 4.56614], [-5.63676, 1.60748, 2.38158], [-5.10564, -1.63197, 1.39757], [-5.15077, -3.07688, 0.37423], [-5.40514, -1.47418, -0.33182], [-2.82847, -2.67372, 2.45114], [-1.20828, -2.66156, 1.78841], [-2.32520, -4.01433, 1.42496], [-3.68026, -2.59134, -2.18376], [-2.89035, -3.93982, -1.39224], [-1.92441, -2.64852, -2.13452], [-0.02591, 4.94938, -1.13819], [1.51458, 5.33653, 0.73748], [1.69456, 3.57833, 2.53685], [0.46532, 1.44816, 2.19501], [1.40135, 2.59064, -2.50396], [1.26870, 2.52953, -4.26117], [0.63035, 1.19629, -3.28785], [0.26342, 5.38215, -3.22492], [-1.46141, 5.60157, -3.55646], [-0.39089, 4.97746, -4.80248], [-2.16607, 1.41116, -4.61968], [-1.45227, 2.68429, -5.59923], [-2.94865, 2.99754, -4.72717], [-1.99116, 5.85904, 0.16919], [-3.42587, 6.42112, -0.67644], [-1.90158, 6.28782, -1.54590], [-3.48090, 3.45475, 1.19266], [-4.64994, 2.64237, 0.16922], [-4.82979, 4.37287, 0.51608], [-3.77672, 4.75251, -3.50775], [-5.09102, 4.88026, -2.34494], [-4.67086, 3.30581, -3.01309], [-4.48577, -9.86673, 1.08980], [-3.15681, -8.85096, 0.63428], [-2.72770, -7.85640, 1.49215], [-1.66394, -7.05649, 1.10323], [-1.02301, -7.21977, -0.12026], [0.14550, -6.31778, -0.45604], [-0.00516, -5.52758, -1.75410], [0.38465, -4.11431, -1.63866], [0.64871, -3.33325, -2.73840], [0.63306, -2.04487, -2.30898], [0.34984, -2.01815, -0.96416], [0.20619, -3.27435, -0.59472], [1.35918, -7.03509, -0.53952], [1.95801, -7.20846, 0.74350], [2.39967, -5.89100, 1.29584], [3.40571, -5.15028, 0.74948], [4.39897, -5.61806, -0.57575], [3.61297, -3.62712, 1.50126], [2.32430, -3.94755, 2.58089], [1.78358, -5.17713, 2.36925], [-1.48264, -8.24204, -0.95055], [-0.73522, -8.54198, -2.49017], [-2.54075, -9.05734, -0.58955], [-3.21620, -7.71132, 2.44557], [-1.31880, -6.27588, 1.77191], [0.21644, -5.60586, 0.36994], [-1.03322, -5.55757, -2.11692], [0.63801, -5.98111, -2.50396], [0.81705, -3.76511, -3.70986], [0.76986, -1.14499, -2.88548], [-0.00830, -3.59216, 0.40906], [2.80124, -7.87626, 0.57601], [1.25963, -7.69999, 1.42938], [2.06183, -3.17968, 3.29155], [0.96605, -5.57649, 2.95736], [-2.87923, -9.84064, -1.25230]],
  "atomic_forces_ev_per_a": [[0.8, 0.2, 0.5], [0.1, 0.0, 0.0], [-0.1, 0.0, -0.1], [0.0, -0.1, 0.2], [-0.1, 0.1, -0.1], [0.3, -0.1, 0.0], [0.1, 0.0, 0.0], [0.0, 0.0, 0.0], [0.0, 0.0, 0.0], [0.0, 0.0, 0.0], [-0.1, 0.1, 0.1], [-0.5, -0.2, -0.6], [-0.4, -0.1, -0.4], [0.1, 0.1, 0.0], [0.0, 0.0, 0.1], [0.1, 0.0, 0.0], [0.0, 0.0, 0.0], [0.0, -0.1, 0.1], [0.1, -0.2, 0.1], [0.1, 0.0, 0.1], [-0.1, 0.0, 0.0], [0.0, -0.1, 0.0], [0.0, -0.1, 0.0], [0.2, 0.0, 0.1], [-0.1, 0.1, 0.0], [0.0, 0.0, 0.1], [0.0, 0.0, 0.0], [0.0, 0.0, 0.0], [0.0, 0.1, 0.1], [0.2, -0.4, -0.1], [0.0, 0.0, 0.0], [0.0, 0.0, 0.0], [0.0, 0.0, 0.0], [0.0, 0.0, -0.1], [0.0, 0.0, 0.0], [0.0, 0.1, 0.0], [-0.1, 0.1, 0.0], [-0.1, 0.0, 0.0], [0.0, 0.0, 0.0], [0.0, -0.1, 0.0], [0.0, 0.0, 0.0], [-0.1, 0.0, 0.0], [0.0, 0.0, 0.0], [0.0, 0.0, 0.0], [0.0, 0.0, 0.0], [0.0, 0.0, 0.0], [0.0, 0.0, 0.0], [0.0, 0.0, 0.0], [0.0, 0.0, 0.0], [0.0, 0.0, 0.0], [0.0, 0.0, 0.0], [0.0, 0.0, 0.0], [0.0, 0.0, 0.0], [0.1, 0.0, 0.0], [0.0, 0.0, 0.0], [0.0, 0.0, 0.0], [0.0, 0.0, 0.0], [0.0, 0.0, 0.0], [0.0, 0.0, 0.0], [0.0, 0.0, 0.0], [0.0, 0.0, 0.0], [0.0, 0.0, 0.0], [0.0, 0.0, 0.0], [0.0, 0.0, 0.0], [0.0, 0.0, 0.0], [0.0, 0.0, 0.0], [0.1, 0.0, 0.0], [0.0, 0.0, 0.0], [0.0, 0.0, 0.0], [0.0, 0.0, 0.0], [0.0, 0.0, -0.1], [0.0, 0.1, 0.0], [0.0, 0.0, 0.0], [0.0, 0.0, 0.0], [0.0, 0.0, 0.0], [0.0, 0.1, 0.0], [0.0, 0.0, 0.0], [0.0, 0.0, 0.0], [0.0, 0.0, 0.0], [0.0, 0.0, 0.0], [-0.1, -0.1, -0.1], [0.0, 0.1, -0.1], [0.0, 0.0, 0.0], [-0.1, 0.0, 0.0], [0.1, -0.1, 0.0], [0.0, 0.0, -0.1], [-0.4, 0.1, 0.0], [0.1, -0.1, 0.0], [-0.1, -0.1, 0.0], [0.1, -0.1, 0.0], [0.1, 0.0, 0.1], [0.0, 0.0, 0.0], [0.0, 0.0, 0.0], [0.0, 0.0, 0.0], [0.0, 0.0, 0.0], [0.0, -0.1, 0.0], [0.0, 0.0, 0.0], [0.0, 0.0, 0.0], [0.0, 0.0, 0.0], [0.0, 0.0, 0.0], [0.0, 0.0, 0.0], [0.0, 0.0, 0.0], [0.0, 0.0, 0.0], [0.0, 0.0, 0.0], [0.0, 0.0, 0.0], [0.0, 0.0, 0.0], [0.0, 0.0, 0.0], [0.0, 0.0, 0.0], [0.0, 0.0, 0.0], [0.0, 0.0, 0.0], [0.0, 0.0, 0.0], [0.0, 0.0, 0.0]]
}

***

(2)
{
  "formula": "C40H55ClN8O4PSTl",
  "method": "ωB97M-V with the def2-TZVPD basis set",
  "fmax_ev_per_a": 3.74,
  "relative_energy_kcal_mol": 59.5,
  "lumo_energy_ha": -0.00764,
  "symbols": ["Tl", "C", "C", "C", "C", "N", "C", "C", "C", "C", "C", "C", "N", "C", "C", "C", "C", "C", "N", "H", "H", "H", "H", "H", "H", "H", "H", "H", "H", "H", "N", "C", "C", "C", "C", "N", "H", "H", "H", "H", "H", "H", "H", "H", "H", "H", "H", "H", "S", "C", "C", "C", "C", "Cl", "C", "C", "C", "O", "C", "C", "O", "O", "H", "H", "H", "H", "H", "H", "H", "H", "O", "P", "N", "C", "C", "C", "C", "N", "C", "C", "C", "C", "N", "C", "C", "C", "C", "H", "H", "H", "H", "H", "H", "H", "H", "H", "H", "H", "H", "H", "H", "H", "H", "H", "H", "H", "H", "H", "H", "H", "H"],
  "xyz": [[-0.00164, 0.75836, 2.50600], [-2.85512, 0.22917, -3.10969], [-3.84181, 0.96162, -2.42422], [-3.99415, 0.56006, -1.07100], [-3.23866, -0.39268, -0.41619], [-2.36441, -1.13183, -1.11783], [-2.23637, -0.88689, -2.45536], [-3.40541, -0.61944, 1.04093], [-4.58937, -0.31535, 1.67194], [-4.73316, -0.63246, 3.03202], [-3.64913, -1.29567, 3.60123], [-2.54549, -1.56545, 2.88397], [-2.38050, -1.15745, 1.63053], [-1.39242, -2.20879, 3.63067], [-1.55878, -3.26662, 4.51215], [-0.45465, -3.78792, 5.20995], [0.81390, -3.19068, 5.00955], [0.85380, -2.08333, 4.12658], [-0.19147, -1.64780, 3.46830], [-2.46353, 0.57591, -4.07657], [-4.39800, 1.73671, -2.88208], [-4.85015, 1.08033, -0.55101], [-1.48985, -1.46131, -2.98384], [-5.38176, 0.05913, 1.04411], [-5.46100, -0.25154, 3.70902], [-3.72806, -1.37046, 4.69792], [-2.55472, -3.60658, 4.70080], [-0.57741, -4.64892, 5.86767], [1.72399, -3.57732, 5.42888], [1.82785, -1.49244, 3.91864], [-1.06519, 1.82829, 0.58908], [-0.40392, 3.14983, 0.48678], [-0.39628, 3.74979, -0.88956], [0.74739, 3.33359, -1.78948], [0.79619, 1.85740, -2.29975], [0.80057, 0.80469, -1.29345], [-0.77469, 1.26970, -0.27246], [-2.07786, 1.89317, 0.69799], [0.66165, 3.15700, 0.91138], [-0.95926, 3.90848, 1.05998], [-0.46489, 4.81602, -0.92977], [-1.36119, 3.52657, -1.38978], [1.67870, 3.54047, -1.25760], [0.81511, 3.91221, -2.72359], [1.67554, 1.88331, -2.95940], [-0.18211, 1.77460, -2.82617], [1.53203, 1.10737, -0.60807], [1.15383, -0.05200, -1.71314], [2.27028, 0.88948, 2.63525], [-3.57096, 5.70647, 2.02789], [-2.22191, 5.72311, 2.59372], [-1.15727, 6.37271, 1.99581], [0.16602, 6.17404, 2.45069], [1.34342, 7.28235, 1.86772], [0.43782, 5.33254, 3.46817], [-0.68666, 4.65529, 4.06229], [-1.97296, 4.89189, 3.73203], [-3.07648, 4.38324, 4.32877], [-3.01300, 3.02008, 4.73474], [-2.46799, 2.20280, 3.62552], [-2.92137, 2.31490, 2.51972], [-1.46895, 1.50026, 3.99438], [-3.76181, 6.67807, 1.56477], [-4.31594, 5.63889, 2.80427], [-3.67936, 4.88105, 1.30127], [-1.42977, 7.07219, 1.21802], [1.41890, 5.15604, 3.88991], [-0.45003, 4.05126, 4.89869], [-4.03667, 2.70584, 4.84142], [-2.47832, 2.89968, 5.66921], [1.10925, -1.07978, -3.43284], [2.09860, -2.05424, -2.93858], [2.06391, -3.36751, -3.98395], [0.69128, -4.04943, -4.10795], [1.05266, -5.26050, -4.95672], [2.53544, -5.53481, -4.59608], [2.95049, -4.44770, -3.67688], [1.80334, -2.48893, -1.36542], [0.47547, -2.96050, -1.00736], [0.44802, -2.76383, 0.52330], [1.88478, -3.31508, 0.88759], [2.69769, -3.13811, -0.39992], [3.65522, -1.50471, -3.01822], [4.09309, -1.02805, -4.34214], [5.19359, -0.04803, -3.93357], [4.81531, 0.45948, -2.52848], [4.25898, -0.78718, -1.84032], [-0.09389, -3.25665, -4.40078], [0.41021, -4.50758, -3.20654], [0.95536, -5.05277, -6.02991], [0.28880, -6.03400, -4.70071], [3.20127, -5.57174, -5.50058], [2.67834, -6.52387, -4.04260], [4.03135, -4.18404, -3.91909], [2.85067, -4.75932, -2.67007], [0.30646, -4.02207, -1.23094], [-0.36277, -2.39225, -1.42654], [-0.40807, -3.40952, 0.93768], [0.34278, -1.70962, 0.79021], [1.78459, -4.26353, 1.27629], [2.29295, -2.64100, 1.57944], [3.01488, -4.09402, -0.84147], [3.51923, -2.49198, -0.18547], [3.30802, -0.45429, -4.83427], [4.38069, -1.84820, -4.95841], [5.30166, 0.72343, -4.63904], [6.16913, -0.51934, -3.91936], [4.08500, 1.25294, -2.60445], [5.63561, 0.88059, -1.93235], [3.47098, -0.69320, -1.05787], [5.02447, -1.42214, -1.38593]],
  "atomic_forces_ev_per_a": [[-0.6, 0.3, -0.3], [0.3, -0.2, 0.5], [2.1, -2.8, 1.4], [-2.6, 2.2, -0.5], [0.0, 0.3, -1.6], [-0.1, -0.1, -1.4], [-0.4, 1.9, 1.4], [-0.3, 0.0, -1.3], [-1.3, -0.5, 0.9], [1.7, 0.4, -1.4], [-2.6, 1.0, 2.1], [2.2, -0.5, 0.3], [1.4, -1.2, 1.0], [0.1, 0.2, -0.2], [0.5, 0.2, 0.3], [0.8, 0.7, -0.6], [-1.7, 0.3, -1.0], [2.3, -0.1, 0.5], [-0.8, 0.6, -0.4], [-0.5, -0.6, 0.2], [-0.4, 0.7, -0.2], [1.3, -0.5, -0.3], [0.0, -0.1, 0.0], [-0.2, 0.3, 0.4], [-1.0, 0.0, -0.1], [0.5, -0.6, -0.6], [-0.4, -0.5, 0.0], [0.0, 0.3, -0.1], [0.1, 0.0, 0.3], [-1.6, -1.0, 0.4], [1.0, -0.8, -0.8], [0.5, 1.2, 1.0], [-0.8, -0.8, -2.0], [0.8, -1.0, -0.1], [-1.3, 1.4, -0.2], [1.5, 1.1, 1.2], [-0.3, 0.4, 1.2], [0.4, 0.2, 0.1], [-1.4, -0.4, -0.5], [0.1, -0.7, 0.5], [0.4, 1.0, 0.8], [0.2, -0.4, 0.1], [0.2, 0.1, 0.1], [-0.3, 0.1, 0.4], [-0.4, -0.6, -0.2], [0.9, -0.3, -0.5], [-0.7, -0.6, -0.3], [-0.4, 0.1, -0.1], [0.6, -0.1, -0.2], [-0.9, 1.0, -0.7], [1.3, -0.9, 0.8], [-0.5, -0.4, 0.6], [-1.0, 1.3, -0.4], [0.7, 0.2, -0.4], [-1.5, -1.5, 1.0], [2.1, 0.6, 0.4], [-0.3, 1.1, -1.9], [-0.2, -0.3, 0.5], [-0.6, 0.9, 0.5], [1.1, -0.1, 0.8], [-1.0, 0.0, -1.7], [0.8, -1.2, -0.1], [0.0, -0.2, -0.5], [-0.3, -0.4, 0.1], [-0.1, 0.4, 0.3], [0.5, 0.0, -0.3], [0.0, 0.1, -0.2], [0.1, -0.7, 0.7], [-0.6, 0.0, 0.4], [0.2, -0.1, 0.1], [-0.9, 0.2, 0.0], [0.2, 0.2, -0.8], [-1.6, 0.4, 0.4], [1.1, 2.2, -1.4], [-1.0, -0.1, -0.9], [0.1, -2.9, -0.5], [2.2, 0.8, -1.2], [-0.2, -0.1, 0.0], [-1.4, 0.9, 0.9], [-0.1, -1.9, -0.4], [-1.7, 2.5, -1.6], [-0.2, -0.9, -0.6], [-0.6, -1.2, 1.1], [0.0, 1.3, 1.6], [0.5, -0.6, 0.6], [0.4, -0.2, 0.5], [-1.0, -0.5, -1.0], [1.3, -1.5, 0.0], [-0.5, 0.0, 1.8], [0.0, 0.0, 0.2], [1.0, 0.1, -0.3], [-0.9, 0.0, 0.7], [-0.3, 1.0, -1.0], [-1.2, -0.1, 0.7], [0.1, -0.4, 1.2], [0.2, 0.0, 0.0], [0.5, 0.0, -0.3], [1.3, 1.2, -0.3], [-0.2, -0.3, -0.1], [0.3, -2.2, 0.7], [0.6, 0.6, 1.4], [0.3, 0.2, 0.5], [0.8, 0.0, -0.1], [-0.3, -0.2, -0.1], [0.5, -0.5, -0.5], [-0.1, 1.2, -0.9], [0.2, -0.4, 0.2], [-0.5, 0.1, 0.0], [0.1, -0.1, -0.4], [0.6, 0.7, -0.6], [0.3, 0.2, -0.2]]
}